This record from OMol25 describes C15H23N3O3S in the gas phase. The level of theory is ωB97M-V/def2-TZVPD.

Output
- LUMO (eV) = 0.624
- gap between HOMO and LUMO (Ha) = 0.34829
- highest occupied orbital energy (Eh) = -0.3254
- SMILES = CCOC(=O)N1CCC(NCCNC(=O)c2cccs2)CC1

CARTESIAN COORDINATES (ANGSTROEM)
C -1.206 5.214 -1.417
C -1.471 3.910 -0.686
O -0.244 3.448 -0.126
C -0.363 2.482 0.812
O -1.426 2.025 1.166
N 0.835 2.134 1.347
C 2.096 2.464 0.722
C 2.525 1.341 -0.224
C 2.586 -0.015 0.492
N 2.773 -1.030 -0.535
C 2.924 -2.417 -0.122
C 2.048 -3.299 -1.033
N 0.726 -2.732 -1.136
C -0.286 -3.121 -0.319
O -0.260 -4.149 0.334
C -1.450 -2.218 -0.289
C -2.560 -2.383 0.492
C -3.480 -1.323 0.383
C -3.065 -0.357 -0.477
S -1.545 -0.724 -1.177
C 1.267 -0.259 1.238
C 0.902 0.922 2.135
H -2.128 5.576 -1.861
H -0.827 5.960 -0.724
H -0.469 5.060 -2.200
H -1.853 3.145 -1.374
H -2.203 4.043 0.118
H 1.993 3.403 0.180
H 2.838 2.590 1.517
H 3.498 1.579 -0.656
H 1.798 1.264 -1.036
H 3.413 0.000 1.229
H 3.521 -0.758 -1.162
H 3.964 -2.764 -0.166
H 2.577 -2.533 0.905
H 2.482 -3.356 -2.034
H 1.952 -4.302 -0.615
H 0.719 -1.789 -1.497
H -2.689 -3.243 1.124
H -4.407 -1.275 0.925
H -3.551 0.561 -0.736
H 1.318 -1.164 1.843
H 0.475 -0.386 0.501
H -0.075 0.760 2.592
H 1.651 1.063 2.919

This record from OMol25 describes a molecular structure, C15H23N5O2Pt in a non-equilibrium geometry. The level of theory is ωB97M-V/def2-TZVPD.

Output
- LUMO (alpha / beta) (eV) = -14.892 / -18.247
- total charge = +4
- 2S+1 = 5
- gap between HOMO and LUMO (alpha / beta) (Ha) = 0.32491 / 0.20643
- expectation value of S² = 6.026
- highest occupied orbital energy (alpha / beta) (Eh) = -0.8722 / -0.8770

CARTESIAN COORDINATES (ANGSTROEM)
Pt -0.346 -0.280 -0.381
C 2.253 -0.489 -3.862
C 1.554 -0.508 -2.578
N 0.536 0.241 -2.220
C 0.009 1.389 -2.907
C 0.061 2.573 -1.898
N -0.756 2.318 -0.745
C -2.199 2.508 -0.816
C -2.996 1.186 -0.716
N -2.376 0.199 0.175
C -2.301 0.508 1.620
C -1.500 -0.580 2.343
N -0.406 -1.006 1.500
C 0.567 -1.817 1.826
C 0.726 -2.473 3.120
C 1.538 -2.068 0.721
C 2.553 -3.032 0.696
C 3.277 -3.202 -0.483
C 3.006 -2.426 -1.605
C 1.986 -1.468 -1.531
N 1.318 -1.326 -0.375
H 1.840 0.190 -4.605
H 2.263 -1.489 -4.314
H 3.318 -0.254 -3.722
H -1.028 1.196 -3.211
H 0.589 1.667 -3.799
H -0.269 3.474 -2.446
H 1.094 2.744 -1.582
H -0.344 2.716 0.099
H -2.487 2.993 -1.759
H -2.516 3.177 -0.003
H -3.096 0.719 -1.705
H -4.025 1.423 -0.399
H -2.921 -0.669 0.066
H -3.306 0.584 2.065
H -1.818 1.480 1.766
H -2.136 -1.455 2.562
H -1.148 -0.201 3.314
H 0.139 -2.014 3.918
H 1.781 -2.514 3.407
H 0.413 -3.530 3.087
H 2.754 -3.669 1.547
H 4.060 -3.956 -0.532
H 3.585 -2.568 -2.509
O -1.574 -1.914 -1.820
O -0.981 -2.976 -1.964

This record from OMol25 describes C15H23N5O3 in the gas phase in a non-equilibrium geometry. The level of theory is ωB97M-V/def2-TZVPD.

Output
- LUMO (eV) = -0.549
- gap between HOMO and LUMO (Ha) = 0.29660
- highest occupied orbital energy (Eh) = -0.3168
- SMILES = CCN1CCN(CCNC(=O)Nc2ccc([N+](=O)[O-])cc2)CC1

CARTESIAN COORDINATES (ANGSTROEM)
C -1.536 1.121 -3.597
C -2.879 0.804 -2.932
N -2.837 0.047 -1.696
C -2.271 0.738 -0.559
C -2.617 -0.043 0.709
N -2.047 -1.376 0.620
C -2.159 -2.163 1.840
C -0.945 -3.101 1.931
N 0.230 -2.316 1.622
C 1.226 -2.142 2.513
O 1.406 -2.820 3.500
N 2.115 -1.090 2.245
C 2.084 -0.111 1.277
C 2.498 1.186 1.620
C 2.439 2.209 0.706
C 1.972 1.953 -0.582
N 1.858 3.024 -1.521
O 2.298 4.111 -1.203
O 1.313 2.787 -2.583
C 1.623 0.660 -0.960
C 1.690 -0.366 -0.045
C -2.585 -2.062 -0.543
C -2.251 -1.270 -1.804
H -1.005 0.207 -3.851
H -0.905 1.729 -2.955
H -1.712 1.676 -4.514
H -3.496 0.229 -3.630
H -3.404 1.738 -2.716
H -2.703 1.739 -0.500
H -1.172 0.833 -0.628
H -2.193 0.466 1.579
H -3.713 -0.076 0.817
H -2.136 -1.481 2.693
H -3.093 -2.741 1.888
H -0.841 -3.526 2.931
H -1.031 -3.917 1.208
H -0.012 -1.570 0.976
H 2.703 -0.899 3.047
H 2.848 1.378 2.624
H 2.731 3.214 0.967
H 1.320 0.477 -1.980
H 1.480 -1.376 -0.360
H -2.139 -3.056 -0.605
H -3.680 -2.169 -0.467
H -2.674 -1.775 -2.675
H -1.153 -1.232 -1.914

This record from OMol25 describes a molecular structure, C15H23N7ORuS2. The level of theory is ωB97M-V/def2-TZVPD.

Output
- LUMO (alpha / beta) (eV) = -6.505 / -9.059
- total charge = +2
- 2S+1 = 5
- gap between HOMO and LUMO (alpha / beta) (Ha) = 0.29002 / 0.20447
- expectation value of S² = 6.058
- highest occupied orbital energy (alpha / beta) (Eh) = -0.5291 / -0.5374

CARTESIAN COORDINATES (ANGSTROEM)
Ru 0.461 -1.774 0.066
N 4.044 -0.973 -2.176
C 3.060 -1.185 -1.327
S 1.599 -1.955 -1.884
N 3.295 -0.794 -0.058
N 2.294 -1.050 0.771
C 2.537 -0.732 2.046
C 1.684 -0.929 3.123
C 2.189 -0.513 4.402
C 1.474 -0.693 5.534
C 0.195 -1.315 5.459
C -0.334 -1.730 4.273
C 0.371 -1.550 3.063
O -0.203 -1.963 1.978
H 3.972 -1.242 -3.146
H 4.906 -0.560 -1.846
H 3.514 -0.295 2.229
H 3.168 -0.053 4.439
H 1.861 -0.380 6.493
H -0.366 -1.461 6.373
H -1.304 -2.204 4.219
C -2.503 -3.318 0.381
S -0.910 -3.668 -0.382
C -1.350 -3.681 -2.127
H -3.140 -4.189 0.243
H -2.944 -2.435 -0.073
H -2.321 -3.154 1.440
H -1.738 -2.711 -2.427
H -2.097 -4.458 -2.278
H -0.458 -3.936 -2.695
C -1.415 3.222 -3.590
C -1.158 4.025 -2.318
C 0.330 4.242 -2.075
C -1.862 3.411 -1.109
N -1.464 2.007 -0.869
C -2.018 0.874 -1.312
N -1.279 -0.133 -0.901
N -0.294 0.431 -0.181
N -0.395 1.704 -0.138
H -1.050 3.766 -4.459
H -2.479 3.032 -3.751
H -0.890 2.262 -3.569
H -1.637 5.002 -2.431
H 0.854 3.296 -1.917
H 0.508 4.874 -1.204
H 0.783 4.727 -2.938
H -2.943 3.391 -1.246
H -1.640 3.938 -0.184
H -2.906 0.827 -1.919